Entry 1:
The following is a quantum chemistry calculation of a structure of composition C20H14BF7O, from the Open Molecules 2025 dataset.

## Properties
Relative energy (zero: lowest compared OMol25 entry of this formula, charge and spin) (kJ/mol): 0.00
Max |F| (eV/A): 3.53
LUMO (eV): -1.7

Geometry as XYZ:
```
43
Properties=species:S:1:pos:R:3:nbo_charge:R:1
F -1.0301 4.4254 -3.7135 -0.313
F 0.6019 3.3255 -0.3543 -0.478
F 0.1628 -0.4701 2.3348 -0.284
F -0.1172 -5.6525 -2.0481 -0.336
F 2.3245 2.4293 -1.5570 -0.466
F 2.1855 0.9953 -4.4807 -0.308
F -3.3324 -5.8448 1.4253 -0.335
O 0.6189 1.5547 3.1012 -0.423
C -0.9420 2.5843 -2.1836 -0.247
C -0.7979 -3.6263 -0.9953 -0.309
C -2.4384 -3.7374 0.8046 -0.302
C 0.6655 0.7872 -2.6832 -0.215
C 2.4083 0.2569 3.0673 -0.390
C -1.6222 -2.9771 -0.0570 -0.010
C -0.5421 3.1766 -3.3850 0.420
C 1.6286 2.2578 3.6816 0.271
C 1.0337 0.2877 2.9422 0.639
C -0.8633 -0.7325 -0.7502 -0.163
C -1.6611 -1.5587 0.0315 -0.262
C -0.6380 0.6244 -0.5260 -0.286
C -0.9163 -4.9973 -1.1379 0.426
C -2.5185 -5.0934 0.6108 0.424
C 0.4451 2.6398 -4.2158 -0.403
C 1.2948 3.5462 4.2252 -0.659
C 2.7343 1.4497 3.7431 -0.304
C -0.1848 1.4339 -1.7018 -0.297
C 1.0790 1.4662 -3.8247 0.421
C -1.7879 -5.7858 -0.3670 -0.380
B 1.0160 2.6906 -1.4426 1.334
H -1.2831 1.0546 0.1761 0.207
H 3.6112 1.6680 4.3531 0.228
H -1.7997 3.0266 -1.6332 0.276
H -2.4848 -1.1088 0.5739 0.205
H 1.3792 4.3524 3.4859 0.225
H -0.1086 -3.0506 -1.6079 0.220
H 0.3099 3.6450 4.7016 0.232
H 1.0839 -0.1898 -2.4583 0.254
H -2.9813 -3.2540 1.5958 0.229
H 0.6934 3.0962 -5.1576 0.263
H -1.8740 -6.8659 -0.5157 0.247
H -0.4863 -1.1161 -1.6828 0.182
H 3.1095 -0.4463 2.6195 0.238
H 2.0239 3.7333 5.0057 0.230
```

***

Entry 2:
The following is a quantum chemistry calculation of a structure of composition C20H14BrCl2NO7RuS, from the Open Molecules 2025 dataset.

## Properties
Multiplicity: 2
Max |F| (eV/A): 3.20
LUMO (alpha / beta) (eV): 1.2 / 1.7
Charge: -1

Geometry as XYZ:
```
47
Properties=species:S:1:pos:R:3:lowdin_spin:R:1
Ru -0.5165 -0.2020 0.3953 0.863
Br -4.2812 5.5558 -3.2398 0.000
Cl 0.0347 -2.8529 -0.2105 0.033
Cl -0.5278 -0.8642 -5.1800 0.003
S -0.6357 -0.3798 -2.1053 0.053
O 0.8155 2.6040 3.4436 -0.004
O -2.7012 0.5369 0.4208 -0.006
O 0.1048 1.5109 1.6202 -0.005
O -0.1998 -0.8542 4.4968 -0.002
O -0.4343 -1.2637 2.3001 -0.005
O 1.9761 -0.6187 0.8257 0.003
O -1.2594 1.7883 -0.6828 0.048
N -5.4733 3.7104 0.2312 0.000
C -0.0311 -2.1295 -4.1171 0.002
C -4.5402 2.7811 0.4152 0.000
C 0.8856 1.7142 2.6098 0.001
C -0.1244 -1.9225 -2.7293 0.006
C 0.2243 -3.0105 -1.9221 0.002
C -3.4535 2.6250 -0.4347 0.000
C 2.2471 -1.4905 1.9338 0.000
C 0.8415 -4.3395 -3.8089 0.001
C 2.7220 0.5092 1.3087 0.000
C 1.7502 -0.6764 3.1325 0.000
C -2.3951 1.5814 -0.2030 0.003
C 0.2169 -0.9205 3.3554 0.001
C 0.4504 -3.3103 -4.6510 0.000
C 3.7860 -1.5301 1.9451 0.000
C 4.1289 -0.0922 1.4805 0.000
C -5.3730 4.5076 -0.8242 0.000
C 0.7141 -4.1952 -2.4395 0.001
C -4.3268 4.4082 -1.7283 0.000
C -3.3359 3.4680 -1.5320 0.001
C 2.1143 0.7578 2.6968 0.000
H 2.6378 1.3352 0.6075 0.000
H 1.2385 -5.2584 -4.2184 0.000
H 1.7573 -2.4483 1.7971 0.000
H 4.7179 0.4635 2.2077 0.000
H 0.9933 -4.9938 -1.7650 0.000
H 0.5300 -3.4166 -5.7241 0.000
H 2.2287 -0.9599 4.0678 0.000
H -4.6563 2.1321 1.2745 0.000
H -6.1501 5.2534 -0.9475 0.000
H 2.8066 1.2465 3.3786 0.000
H -2.4850 3.3716 -2.1917 0.000
H 4.1676 -1.7556 2.9395 0.000
H 4.1538 -2.2810 1.2451 0.000
H 4.6565 -0.0949 0.5261 0.000
```

***

Entry 3:
The following is a quantum chemistry calculation of a structure of composition C20H14Co2NO6, from the Open Molecules 2025 dataset.

## Properties
Relative energy (zero: lowest compared OMol25 entry of this formula, charge and spin) (kJ/mol): 241.58
Max |F| (eV/A): 4.33
LUMO (eV): 3.0
Charge: -1

Geometry as XYZ:
```
43
Properties=species:S:1:pos:R:3:nbo_charge:R:1
Co -1.5355 -1.2400 0.8280 0.097
Co 0.1726 1.0019 1.1967 -0.133
O 0.0464 0.1611 4.0208 -0.582
O -1.0050 3.4430 0.1571 -0.565
O 2.5632 2.6389 1.6024 -0.549
O -3.7747 -0.7687 -0.9828 -0.576
O -2.0397 -3.6972 -0.6171 -0.538
O -1.5397 -3.1240 3.0990 -0.550
N -4.5853 0.6249 1.6355 -0.354
C -1.7146 -2.7270 -0.0637 0.561
C 3.0483 -3.9245 0.6438 -0.263
C -5.2632 -0.3406 2.3423 -0.084
C -0.0289 0.4551 2.8991 0.499
C -5.2126 1.6170 0.7786 -0.397
C -4.3844 -0.8425 3.2959 -0.304
C 0.2581 -0.7111 0.4656 -0.351
C -3.1369 -0.1741 3.1319 -0.300
C 2.5726 -3.3413 1.8158 -0.209
C 1.6620 1.9298 1.4410 0.509
C -1.5013 -2.3254 2.2615 0.496
C 2.6369 -3.4096 -0.5918 -0.197
C -0.6231 2.4450 0.6196 0.548
C 1.7847 -2.3078 -0.6597 -0.254
C -3.2432 0.6209 1.9697 -0.069
C 1.3081 -1.7221 0.5289 0.063
C -1.1957 0.4983 -1.3983 -0.643
C 1.7295 -2.2337 1.7753 -0.240
C -2.9042 -0.8093 -0.2162 0.556
C -0.4077 0.2467 -0.3009 -0.117
H -4.4357 2.2377 0.3220 0.223
H -6.3123 -0.5465 2.1444 0.205
H 1.3214 -1.7963 2.6889 0.217
H 2.9636 -3.8999 -1.5058 0.197
H -2.5866 1.3798 1.5430 0.240
H -5.7579 1.1110 -0.0201 0.205
H 2.8077 -3.7784 2.7840 0.202
H -1.2618 1.5275 -1.7737 0.204
H 3.7212 -4.7867 0.6913 0.200
H -5.9089 2.2475 1.3520 0.195
H -1.3781 -0.3071 -2.1334 0.190
H -2.3202 -0.1224 3.8453 0.237
H 1.4184 -1.9371 -1.6194 0.215
H -4.6071 -1.6061 4.0403 0.218
```

***

Entry 4:
The following is a quantum chemistry calculation of a cluster of 2 separate species, C20H14F4O in total, from the Open Molecules 2025 dataset.

## Properties
Relative energy (zero: lowest compared OMol25 entry of this formula, charge and spin) (kJ/mol): 324.55
Max |F| (eV/A): 1.84
LUMO (eV): -3.3

Geometry as XYZ:
```
39
Properties=species:S:1:pos:R:3:nbo_charge:R:1
F 4.0052 3.4652 -1.9216 -0.309
F 5.5626 -1.0153 -1.8718 -0.308
F -3.8451 -1.0258 -1.8163 -0.309
F -2.2957 3.4598 -1.8933 -0.309
O 0.8458 0.4062 1.5081 -0.614
C -0.7424 1.6864 -1.7612 -0.224
C -1.5283 -0.5819 -1.7937 -0.214
C -0.8632 -1.1326 1.8259 -0.305
C 3.7517 2.1395 -1.8303 0.394
C -0.4399 0.3120 -1.7775 -0.089
C 2.4547 1.6895 -1.7892 -0.176
C -0.1392 0.3463 3.6248 -0.267
C -2.0400 2.1339 -1.8113 0.417
C 0.8582 -0.2470 -1.7761 0.035
C -2.7052 -2.7677 2.1800 -0.647
C -1.9082 -1.2190 3.9719 -0.252
C -3.0830 1.2244 -1.8388 -0.302
C -1.8025 -1.6856 2.6606 0.071
C -2.8269 -0.1357 -1.8177 0.399
C 0.0066 -0.0912 2.2709 0.380
C 4.5436 -0.1281 -1.8180 0.397
C 2.1552 0.3150 -1.7749 -0.111
C 3.2457 -0.5769 -1.7779 -0.205
C 4.7964 1.2326 -1.8394 -0.294
C -1.0794 -0.2103 4.4450 -0.205
H -1.1838 0.1326 5.4627 0.209
H 0.0166 2.4344 -1.7046 0.220
H -4.0941 1.5798 -1.9206 0.247
H -1.3521 -1.6418 -1.7683 0.230
H -2.5081 -3.0225 1.1397 0.206
H 3.0715 -1.6365 -1.7341 0.230
H -2.6501 -1.6537 4.6180 0.201
H 0.8596 -1.3236 -1.7831 0.207
H 0.5123 1.1265 3.9749 0.213
H -0.7663 -1.4692 0.8113 0.190
H 5.8079 1.5901 -1.9096 0.247
H -2.5826 -3.6765 2.7680 0.217
H -3.7506 -2.4702 2.2493 0.216
H 1.6930 2.4370 -1.7821 0.212
```

***

Entry 5:
The following is a quantum chemistry calculation of a structure of composition C20H14N2O9S2V, from the Open Molecules 2025 dataset.

## Properties
Relative energy (zero: lowest compared OMol25 entry of this formula, charge and spin) (kJ/mol): 63.73
Multiplicity: 3
Max |F| (eV/A): 0.26
LUMO (alpha / beta) (eV): 2.2 / 2.1
Charge: -1

Geometry as XYZ:
```
48
Properties=species:S:1:pos:R:3:lowdin_spin:R:1
V 0.1148 -0.3706 0.7058 1.912
S 0.5812 -2.3963 -1.7734 0.005
S 2.6518 0.3214 -1.0789 0.005
O 2.7474 1.7275 -0.7668 0.000
O 1.9262 -2.8407 -1.5608 0.002
O -0.3049 -3.2713 -2.4964 0.000
O 1.9798 -0.4140 0.0501 0.012
O -0.0932 -1.9628 -0.4944 0.023
O 0.5102 1.4719 1.3187 0.009
O -1.3881 -1.0726 1.6031 0.006
O -0.6574 4.5973 -1.2672 0.000
O 3.8502 -0.3355 -1.5029 0.000
N -0.7929 2.1216 -0.4456 0.001
N -1.1962 0.8075 -0.2891 -0.018
C 1.6747 3.9860 1.4977 0.000
C 0.1178 2.3716 0.4727 0.001
C 0.2738 4.7612 -0.3094 0.000
C -0.2552 -0.7821 -3.7762 0.000
C 0.6828 3.7302 0.5525 -0.001
C -2.4760 -1.4519 0.9553 0.011
C 0.8524 6.0250 -0.1843 0.000
C -2.3827 0.4699 -0.6270 0.023
C -2.9746 -0.7725 -0.1830 0.000
C 1.3442 1.3886 -3.1739 0.001
C 2.2459 5.2371 1.6170 0.000
C 0.4547 1.4626 -4.2329 0.000
C 0.6366 -0.8673 -2.7136 0.002
C -4.8157 -2.3377 -0.3435 -0.003
C 1.8240 6.2569 0.7682 0.000
C -3.1882 -2.5668 1.4235 -0.004
C -0.3456 0.3739 -4.5357 0.001
C -4.1484 -1.2244 -0.7997 0.005
C 1.4489 0.2293 -2.4122 0.002
C -4.3234 -3.0054 0.7800 0.005
H -0.9514 3.6551 -1.2374 0.000
H -4.5195 -0.6794 -1.6605 0.000
H -4.8386 -3.8832 1.1510 0.000
H -0.8751 -1.6425 -3.9851 0.000
H 0.5221 6.8043 -0.8586 0.000
H 2.2663 7.2431 0.8455 0.000
H -5.7077 -2.6882 -0.8448 0.000
H 1.9559 2.2359 -2.8976 0.000
H 0.3799 2.3752 -4.8107 0.000
H -2.7946 -3.0801 2.2906 0.000
H -2.9902 1.1903 -1.1727 0.001
H 1.9945 3.1630 2.1211 0.000
H -1.0471 0.4234 -5.3594 0.000
H 3.0206 5.4175 2.3498 0.000
```

***

Repeat the second record exactly.
The following is a quantum chemistry calculation of a structure of composition C20H14BrCl2NO7RuS, from the Open Molecules 2025 dataset.

## Properties
Multiplicity: 2
Max |F| (eV/A): 3.20
LUMO (alpha / beta) (eV): 1.2 / 1.7
Charge: -1

Geometry as XYZ:
```
47
Properties=species:S:1:pos:R:3:lowdin_spin:R:1
Ru -0.5165 -0.2020 0.3953 0.863
Br -4.2812 5.5558 -3.2398 0.000
Cl 0.0347 -2.8529 -0.2105 0.033
Cl -0.5278 -0.8642 -5.1800 0.003
S -0.6357 -0.3798 -2.1053 0.053
O 0.8155 2.6040 3.4436 -0.004
O -2.7012 0.5369 0.4208 -0.006
O 0.1048 1.5109 1.6202 -0.005
O -0.1998 -0.8542 4.4968 -0.002
O -0.4343 -1.2637 2.3001 -0.005
O 1.9761 -0.6187 0.8257 0.003
O -1.2594 1.7883 -0.6828 0.048
N -5.4733 3.7104 0.2312 0.000
C -0.0311 -2.1295 -4.1171 0.002
C -4.5402 2.7811 0.4152 0.000
C 0.8856 1.7142 2.6098 0.001
C -0.1244 -1.9225 -2.7293 0.006
C 0.2243 -3.0105 -1.9221 0.002
C -3.4535 2.6250 -0.4347 0.000
C 2.2471 -1.4905 1.9338 0.000
C 0.8415 -4.3395 -3.8089 0.001
C 2.7220 0.5092 1.3087 0.000
C 1.7502 -0.6764 3.1325 0.000
C -2.3951 1.5814 -0.2030 0.003
C 0.2169 -0.9205 3.3554 0.001
C 0.4504 -3.3103 -4.6510 0.000
C 3.7860 -1.5301 1.9451 0.000
C 4.1289 -0.0922 1.4805 0.000
C -5.3730 4.5076 -0.8242 0.000
C 0.7141 -4.1952 -2.4395 0.001
C -4.3268 4.4082 -1.7283 0.000
C -3.3359 3.4680 -1.5320 0.001
C 2.1143 0.7578 2.6968 0.000
H 2.6378 1.3352 0.6075 0.000
H 1.2385 -5.2584 -4.2184 0.000
H 1.7573 -2.4483 1.7971 0.000
H 4.7179 0.4635 2.2077 0.000
H 0.9933 -4.9938 -1.7650 0.000
H 0.5300 -3.4166 -5.7241 0.000
H 2.2287 -0.9599 4.0678 0.000
H -4.6563 2.1321 1.2745 0.000
H -6.1501 5.2534 -0.9475 0.000
H 2.8066 1.2465 3.3786 0.000
H -2.4850 3.3716 -2.1917 0.000
H 4.1676 -1.7556 2.9395 0.000
H 4.1538 -2.2810 1.2451 0.000
H 4.6565 -0.0949 0.5261 0.000
```